C20H21F2N4 | ωB97M-V/def2-TZVPD

The geometry in ORCA input format:
```
! wB97M-V def2-TZVPD RIJCOSX def2/J DEFGRID3
* xyz 1 1
F 1.374 0.863 4.877
C 1.632 1.384 3.635
C 2.510 2.457 3.518
C 2.783 2.942 2.238
C 2.212 2.350 1.113
C 1.301 1.301 1.280
C 0.532 0.728 0.104
C 0.520 -0.781 0.133
C 0.663 -1.612 -0.916
C 0.501 -3.057 -0.874
C 0.484 -3.765 0.352
C 0.373 -5.154 0.325
F 0.385 -5.827 1.524
C 0.257 -5.892 -0.850
C 0.248 -5.182 -2.062
C 0.382 -3.796 -2.073
C 1.000 0.786 2.546
H 2.976 2.873 4.408
H 3.455 3.786 2.111
H 2.426 2.721 0.104
H 0.894 1.107 -0.863
H 0.347 -1.199 1.138
H 0.876 -1.183 -1.901
H 0.571 -3.241 1.303
H 0.174 -6.976 -0.814
H 0.142 -5.727 -3.000
H 0.387 -3.254 -3.024
H 0.283 -0.025 2.710
N -0.770 -0.806 -5.042
N -0.848 -0.428 -3.958
N -0.927 -0.217 -2.736
C -1.096 1.205 -2.377
C -1.743 1.341 -0.999
C -2.381 2.713 -0.843
C -2.332 3.102 0.630
C -1.054 2.459 1.149
N -0.831 1.227 0.259
H -0.143 1.779 -2.451
H -1.807 1.680 -3.086
H -2.479 0.520 -0.892
H -1.785 3.418 -1.441
H -3.377 2.701 -1.294
H -2.306 4.186 0.802
H -3.198 2.727 1.189
H -0.187 3.122 1.025
H -1.118 2.121 2.199
H -1.305 0.524 0.826
*
```

## Properties
**HOMO energy**: -11.482 eV
**Kohn-Sham gap**: 8.708 eV
**Relative energy (zero: lowest compared OMol25 entry of this formula, charge and spin)**: 0.00 kJ/mol

Now the Mulliken charges, all in e: number 1, F, carries -0.31; number 2, C, carries 0.16; number 3, C, carries -0.60; number 4, C, carries -0.65; number 5, C, carries -0.08; number 6, C, carries -0.26; number 7, C, carries 0.58; number 8, C, carries -0.77; number 9, C, carries -0.07; number 10, C, carries 0.80; number 11, C, carries -0.79; number 12, C, carries 0.38; number 13, F, carries -0.31; number 14, C, carries -0.64; number 15, C, carries -0.50; number 16, C, carries -0.55; number 17, C, carries -0.86; number 18, H, carries 0.47; number 19, H, carries 0.41; number 20, H, carries 0.41; number 21, H, carries 0.73; number 22, H, carries -0.25; number 23, H, carries 0.61; number 24, H, carries 0.49; number 25, H, carries 0.44; number 26, H, carries 0.39; number 27, H, carries 0.31; number 28, H, carries 0.41; number 29, N, carries -0.68; number 30, N, carries 0.36; number 31, N, carries 0.07; number 32, C, carries -1.12; number 33, C, carries 0.34; number 34, C, carries -0.85; number 35, C, carries -0.88; number 36, C, carries -0.52; number 37, N, carries 0.17; number 38, H, carries 0.35; number 39, H, carries 0.61; number 40, H, carries 0.25; number 41, H, carries 0.44; number 42, H, carries 0.43; number 43, H, carries 0.38; number 44, H, carries 0.34; number 45, H, carries 0.45; number 46, H, carries 0.33; number 47, H, carries 0.60

C20H21F5GeNO4V | ωB97M-V/def2-TZVPD

The geometry in ORCA input format:
```
! wB97M-V def2-TZVPD RIJCOSX def2/J DEFGRID3
* xyz -2 3
V 0.525 0.677 -0.772
N -0.264 3.293 1.523
C -1.233 2.553 2.166
C -2.437 3.174 2.527
C -3.405 2.514 3.259
C -3.195 1.198 3.643
C -2.000 0.581 3.307
C -0.996 1.224 2.584
C 0.327 0.554 2.410
C 0.864 0.045 3.606
C 2.142 -0.474 3.674
C 2.926 -0.451 2.529
C 2.388 0.011 1.341
C 1.065 0.474 1.199
H -0.618 4.009 0.909
H 0.441 2.749 1.057
H -2.589 4.203 2.217
H -4.324 3.023 3.526
H -3.956 0.650 4.187
H -1.854 -0.460 3.570
H 0.269 0.100 4.511
H 2.532 -0.854 4.613
H 3.953 -0.802 2.562
H 3.026 0.003 0.465
O 1.196 4.598 -2.377
C 1.114 3.473 -1.893
O 0.074 2.849 -1.500
C 2.423 2.612 -1.672
O 3.542 3.030 -1.904
O 2.106 1.454 -1.212
F -1.512 -0.040 -2.384
C -1.452 0.394 -1.030
F -2.307 1.483 -1.019
C -2.239 -0.674 -0.255
F -2.923 -0.138 0.766
F -3.168 -1.330 -0.997
F -1.436 -1.623 0.266
C 1.966 -3.912 -2.873
Ge 0.607 -2.439 -2.627
C 0.491 -1.642 -4.444
C -1.031 -3.531 -2.361
C 1.261 -1.262 -1.214
H 1.622 -4.663 -3.591
H 2.149 -4.416 -1.920
H 2.921 -3.518 -3.228
H 0.406 -2.427 -5.199
H 1.388 -1.056 -4.654
H -0.373 -0.981 -4.520
H -1.001 -4.391 -3.035
H -1.934 -2.964 -2.570
H -1.083 -3.898 -1.335
H 2.302 -1.093 -1.516
H 1.305 -1.888 -0.316
*
```

## Properties
**HOMO energy (spin up / spin down)**: -1.872 / -2.567 eV
**<S²>**: 2.016
**Kohn-Sham gap (spin up / spin down)**: 6.888 / 7.582 eV
**Relative energy (zero: lowest compared OMol25 entry of this formula, charge and spin)**: 4.96 kJ/mol

Now the Mulliken charges, all in e: number 1, V, carries -0.53; number 2, N, carries -0.50; number 3, C, carries 0.80; number 4, C, carries -0.75; number 5, C, carries -0.47; number 6, C, carries -0.90; number 7, C, carries -0.28; number 8, C, carries 0.35; number 9, C, carries 1.40; number 10, C, carries -0.68; number 11, C, carries -0.63; number 12, C, carries -0.86; number 13, C, carries -0.98; number 14, C, carries 0.25; number 15, H, carries 0.34; number 16, H, carries 0.20; number 17, H, carries 0.33; number 18, H, carries 0.34; number 19, H, carries 0.32; number 20, H, carries 0.42; number 21, H, carries 0.41; number 22, H, carries 0.34; number 23, H, carries 0.36; number 24, H, carries 0.38; number 25, O, carries -0.75; number 26, C, carries 0.51; number 27, O, carries -0.78; number 28, C, carries 0.59; number 29, O, carries -0.72; number 30, O, carries -0.20; number 31, F, carries -0.36; number 32, C, carries 0.86; number 33, F, carries -0.33; number 34, C, carries 0.68; number 35, F, carries -0.24; number 36, F, carries -0.33; number 37, F, carries -0.27; number 38, C, carries -1.44; number 39, Ge, carries 0.68; number 40, C, carries -1.33; number 41, C, carries -1.37; number 42, C, carries -0.98; number 43, H, carries 0.37; number 44, H, carries 0.37; number 45, H, carries 0.37; number 46, H, carries 0.40; number 47, H, carries 0.37; number 48, H, carries 0.38; number 49, H, carries 0.44; number 50, H, carries 0.38; number 51, H, carries 0.36; number 52, H, carries 0.33; number 53, H, carries 0.35

C20H21FN4O2 | ωB97M-V/def2-TZVPD

The geometry in ORCA input format:
```
! wB97M-V def2-TZVPD RIJCOSX def2/J DEFGRID3
* xyz 0 1
C -2.350 1.555 4.595
C -1.253 1.858 3.599
C -1.464 1.895 2.224
C -0.415 2.150 1.338
C -0.568 2.169 -0.052
N -1.855 1.945 -0.658
C -2.170 0.981 -1.593
O -3.322 0.952 -1.987
N -1.349 -0.058 -1.884
C -1.653 -1.176 -2.810
C -2.344 -2.314 -2.128
C -1.257 -3.054 -1.357
C 0.057 -2.720 -2.063
C 1.019 -2.140 -1.083
N 0.754 -1.297 -0.116
C 1.995 -1.067 0.430
C 2.940 -1.837 -0.191
C 4.407 -1.840 0.045
O 2.329 -2.549 -1.176
C -0.337 -1.783 -3.225
C 0.586 2.405 -0.847
F 0.547 2.463 -2.189
C 1.843 2.692 -0.267
C 1.978 2.664 1.106
C 0.865 2.426 1.898
C 0.954 2.459 3.286
N -0.058 2.172 4.130
H -2.532 0.454 4.720
H -3.301 2.023 4.251
H -2.042 1.939 5.561
H -2.422 1.604 1.879
H -2.680 2.398 -0.238
H -0.563 -0.165 -1.253
H -2.179 -0.816 -3.730
H -2.765 -2.998 -2.905
H -3.157 -2.024 -1.489
H -1.292 -2.753 -0.275
H -1.466 -4.113 -1.403
H 0.479 -3.625 -2.500
H 2.151 -0.336 1.226
H 4.631 -1.093 0.819
H 4.756 -2.831 0.391
H 4.950 -1.592 -0.896
H 0.429 -1.002 -3.400
H -0.451 -2.442 -4.087
H 2.681 2.896 -0.953
H 2.976 2.860 1.567
H 1.922 2.663 3.691
*
```

## Properties
**HOMO energy**: -8.272 eV
**Kohn-Sham gap**: 8.221 eV
**Structure (SMILES)**: Cc1cc2c(NC(=O)N[C@@H]3CC[C@H](c4ncc(C)o4)C3)c(F)ccc2cn1
**Relative energy (zero: lowest compared OMol25 entry of this formula, charge and spin)**: 128.49 kJ/mol

Now the Mulliken charges, all in e: number 1, C, carries -1.17; number 2, C, carries 0.30; number 3, C, carries -0.79; number 4, C, carries 1.04; number 5, C, carries -0.43; number 6, N, carries -0.24; number 7, C, carries 0.40; number 8, O, carries -0.73; number 9, N, carries 0.26; number 10, C, carries -0.12; number 11, C, carries -0.85; number 12, C, carries -0.95; number 13, C, carries 0.33; number 14, C, carries -0.06; number 15, N, carries -0.35; number 16, C, carries -0.44; number 17, C, carries 0.65; number 18, C, carries -1.30; number 19, O, carries -0.41; number 20, C, carries -1.24; number 21, C, carries 1.15; number 22, F, carries -0.37; number 23, C, carries -0.55; number 24, C, carries -0.60; number 25, C, carries 0.48; number 26, C, carries -0.92; number 27, N, carries -0.66; number 28, H, carries 0.24; number 29, H, carries 0.34; number 30, H, carries 0.40; number 31, H, carries 0.52; number 32, H, carries 0.33; number 33, H, carries -0.02; number 34, H, carries 0.47; number 35, H, carries 0.32; number 36, H, carries 0.44; number 37, H, carries 0.30; number 38, H, carries 0.38; number 39, H, carries 0.65; number 40, H, carries 0.37; number 41, H, carries 0.31; number 42, H, carries 0.30; number 43, H, carries 0.29; number 44, H, carries 0.42; number 45, H, carries 0.40; number 46, H, carries 0.41; number 47, H, carries 0.33; number 48, H, carries 0.38

C20H21N3O2 | ωB97M-V/def2-TZVPD

The geometry in ORCA input format:
```
! wB97M-V def2-TZVPD RIJCOSX def2/J DEFGRID3
* xyz 0 1
C -8.119 -2.342 0.364
O -7.825 -0.971 0.264
C -6.532 -0.595 0.054
C -5.458 -1.467 -0.073
C -4.184 -0.964 -0.285
C -3.950 0.398 -0.379
C -2.558 0.932 -0.565
C -1.929 1.260 0.801
C -0.509 1.766 0.618
O -0.214 2.937 0.665
N 0.372 0.752 0.366
C 1.742 0.817 0.104
C 2.460 2.010 0.116
C 3.817 1.997 -0.143
C 4.485 0.813 -0.426
C 5.968 0.817 -0.720
N 6.632 -0.333 -0.167
C 7.081 -1.430 -0.846
C 7.574 -2.284 0.098
N 7.430 -1.740 1.334
C 6.863 -0.581 1.144
C 3.763 -0.374 -0.442
C 2.409 -0.374 -0.177
C -5.032 1.263 -0.249
C -6.304 0.779 -0.037
H -9.194 -2.402 0.529
H -7.598 -2.805 1.209
H -7.865 -2.877 -0.557
H -5.595 -2.535 -0.011
H -3.361 -1.658 -0.385
H -2.582 1.843 -1.166
H -1.945 0.195 -1.088
H -1.940 0.371 1.436
H -2.512 2.042 1.287
H -0.009 -0.184 0.353
H 1.953 2.934 0.333
H 4.365 2.928 -0.124
H 6.420 1.726 -0.310
H 6.130 0.814 -1.804
H 7.021 -1.503 -1.913
H 8.021 -3.249 -0.032
H 6.603 0.112 1.920
H 4.263 -1.307 -0.656
H 1.862 -1.306 -0.186
H -4.872 2.329 -0.318
H -7.146 1.445 0.061
*
```

## Properties
**HOMO energy**: -8.505 eV
**Kohn-Sham gap**: 9.029 eV
**Structure (SMILES)**: COc1ccc(CCC(=O)Nc2ccc(Cn3ccnc3)cc2)cc1
**Relative energy (zero: lowest compared OMol25 entry of this formula, charge and spin)**: 164.69 kJ/mol

Now the Mulliken charges, all in e: number 1, C, carries -0.84; number 2, O, carries -0.45; number 3, C, carries 0.85; number 4, C, carries -0.44; number 5, C, carries -0.64; number 6, C, carries 0.29; number 7, C, carries -1.02; number 8, C, carries -0.85; number 9, C, carries 0.68; number 10, O, carries -0.64; number 11, N, carries -0.09; number 12, C, carries 0.93; number 13, C, carries -0.47; number 14, C, carries -0.99; number 15, C, carries 0.69; number 16, C, carries -0.94; number 17, N, carries 0.18; number 18, C, carries -0.22; number 19, C, carries -0.49; number 20, N, carries -0.65; number 21, C, carries -0.03; number 22, C, carries -0.46; number 23, C, carries -0.91; number 24, C, carries -0.40; number 25, C, carries -0.61; number 26, H, carries 0.24; number 27, H, carries 0.34; number 28, H, carries 0.34; number 29, H, carries 0.38; number 30, H, carries 0.33; number 31, H, carries 0.35; number 32, H, carries 0.43; number 33, H, carries 0.30; number 34, H, carries 0.43; number 35, H, carries 0.15; number 36, H, carries 0.53; number 37, H, carries 0.33; number 38, H, carries 0.39; number 39, H, carries 0.27; number 40, H, carries 0.39; number 41, H, carries 0.42; number 42, H, carries 0.38; number 43, H, carries 0.40; number 44, H, carries 0.31; number 45, H, carries 0.40; number 46, H, carries 0.42

C20H21N3O4S | ωB97M-V/def2-TZVPD

The geometry in ORCA input format:
```
! wB97M-V def2-TZVPD RIJCOSX def2/J DEFGRID3
* xyz 0 1
C -7.347 -0.791 -2.995
C -6.950 0.672 -2.871
O -5.549 0.827 -3.123
C -4.739 0.775 -2.076
O -5.077 0.743 -0.923
C -3.273 0.899 -2.523
C -2.858 2.344 -2.268
N -2.505 -0.094 -1.775
C -3.097 -1.325 -1.657
O -4.139 -1.648 -2.161
S -2.087 -2.380 -0.676
C -0.850 -1.126 -0.486
C 0.238 -1.415 0.274
C 1.383 -0.662 0.641
C 1.759 0.676 0.309
C 2.946 0.943 0.910
C 3.711 2.219 0.916
N 3.334 -0.187 1.621
C 4.483 -0.298 2.413
C 5.726 0.128 1.943
C 6.818 0.006 2.784
C 6.641 -0.538 4.048
C 5.368 -0.953 4.405
N 4.319 -0.836 3.614
C 2.390 -1.159 1.473
C 2.531 -2.492 2.108
C -1.236 0.074 -1.224
O -0.567 1.069 -1.387
H -6.749 -1.388 -2.311
H -7.167 -1.146 -4.006
H -8.399 -0.910 -2.753
H -7.452 1.289 -3.620
H -7.170 1.047 -1.867
H -3.214 0.662 -3.592
H -1.844 2.526 -2.608
H -3.542 2.997 -2.808
H -2.920 2.566 -1.205
H 0.218 -2.414 0.694
H 1.193 1.343 -0.305
H 3.025 3.037 0.711
H 4.184 2.391 1.882
H 4.482 2.233 0.145
H 5.833 0.516 0.944
H 7.796 0.323 2.453
H 7.469 -0.646 4.730
H 5.170 -1.399 5.371
H 1.923 -3.230 1.592
H 3.570 -2.818 2.087
H 2.222 -2.450 3.152
*
```

## Properties
**HOMO energy**: -7.638 eV
**Kohn-Sham gap**: 7.593 eV
**Structure (SMILES)**: CCOC(=O)[C@@H](C)N1C(=O)S/C(=C/c2cc(C)n(-c3ccccn3)c2C)C1=O
**Relative energy (zero: lowest compared OMol25 entry of this formula, charge and spin)**: 122.98 kJ/mol

Now the Mulliken charges, all in e: number 1, C, carries -1.00; number 2, C, carries -0.28; number 3, O, carries -0.31; number 4, C, carries 0.25; number 5, O, carries -0.61; number 6, C, carries 0.52; number 7, C, carries -1.59; number 8, N, carries 0.15; number 9, C, carries 0.60; number 10, O, carries -0.56; number 11, S, carries -0.31; number 12, C, carries 0.49; number 13, C, carries -0.90; number 14, C, carries 0.66; number 15, C, carries -1.09; number 16, C, carries 0.75; number 17, C, carries -1.72; number 18, N, carries 0.35; number 19, C, carries 0.21; number 20, C, carries -0.40; number 21, C, carries -0.52; number 22, C, carries -0.48; number 23, C, carries -0.35; number 24, N, carries -0.39; number 25, C, carries 0.71; number 26, C, carries -1.58; number 27, C, carries 0.34; number 28, O, carries -0.66; number 29, H, carries 0.26; number 30, H, carries 0.27; number 31, H, carries 0.39; number 32, H, carries 0.28; number 33, H, carries 0.33; number 34, H, carries 0.21; number 35, H, carries 0.39; number 36, H, carries 0.45; number 37, H, carries 0.37; number 38, H, carries 0.25; number 39, H, carries 0.80; number 40, H, carries 0.41; number 41, H, carries 0.42; number 42, H, carries 0.26; number 43, H, carries 0.40; number 44, H, carries 0.42; number 45, H, carries 0.38; number 46, H, carries 0.41; number 47, H, carries 0.45; number 48, H, carries 0.35; number 49, H, carries 0.24

Number 3 is which compound?
C20H21FN4O2

relative energy (zero: lowest compared OMol25 entry of this formula, charge and spin) of number 4 (C20H21N3O2)?
164.69 kJ/mol

The lowest relative energy (zero: lowest compared OMol25 entry of this formula, charge and spin) belongs to which entry?
C20H21F2N4

Which formula does entry 4 have?
C20H21N3O2